(1)
DFT (ωB97M-V/def2-TZVPD) results for a cluster of 4 separate species, C19H38BrFN3O6S in total in a non-equilibrium geometry.

```
69
Properties=species:S:1:pos:R:3:forces:R:3
C -3.807386 -1.066048 0.240293 0.35 0.35 -0.46
C -2.366113 -1.686222 -0.107927 -1.56 -0.03 -0.30
C -2.060174 -1.285226 -1.605877 -1.06 -0.81 0.53
N -0.683055 -1.585178 -2.072015 -1.48 1.23 -0.71
N 0.293152 -0.930501 -1.355114 2.72 -0.51 2.08
C 1.291830 -1.650002 -0.663606 2.14 1.49 1.51
Br 1.509316 -3.580667 -0.500844 -0.58 2.06 -0.49
C 2.199578 -0.698503 -0.046386 -2.70 -1.92 -1.12
S 3.673817 -1.096113 0.910125 -0.57 0.44 -0.41
N 1.660760 0.581970 -0.396345 -0.03 -2.39 0.26
C 2.434099 1.722385 0.106839 0.95 1.49 1.09
C 1.890949 3.152538 -0.168357 -0.81 1.58 -0.14
O 1.967887 3.731013 -1.200283 0.20 -0.97 0.24
F 1.307527 3.870530 0.871531 1.14 -1.91 -0.68
C 0.538392 0.408820 -1.161902 0.12 0.91 -0.80
C -0.339780 1.553725 -1.735103 -0.05 -1.06 0.58
C -1.312329 2.021603 -0.578890 -2.05 0.21 0.11
O -2.472675 2.222507 -0.826028 1.06 -0.26 -0.33
O -0.898782 2.175441 0.742434 1.30 -0.81 -1.17
H -3.884416 -0.710791 1.298812 0.04 -0.48 -0.91
H -4.625497 -1.801044 0.022650 0.82 0.61 0.35
H -4.003950 -0.176530 -0.431561 0.19 -0.82 0.84
H -2.520943 -2.805719 -0.050569 0.75 1.18 0.07
H -1.589132 -1.357622 0.634762 -0.59 -0.28 -0.77
H -2.368763 -0.220053 -1.791110 0.65 -1.01 0.12
H -2.748626 -1.908998 -2.252414 0.87 0.74 0.57
H -0.497248 -2.583634 -2.167795 0.33 0.46 0.33
H 3.247528 -1.218447 2.214904 -0.40 0.21 -0.90
H 2.616390 1.635895 1.219735 -0.58 -0.20 -1.24
H 3.466740 1.667478 -0.354160 -1.26 0.21 0.27
H 0.225459 2.390730 -2.218928 -0.23 -0.74 0.80
H -0.976888 1.100404 -2.550567 0.60 0.62 1.03
H -1.238169 1.464568 1.317084 -0.25 0.44 -0.35
C -3.408128 6.025502 1.042849 0.08 0.25 -0.10
C -4.816892 5.528890 0.755706 0.44 -0.48 0.29
C -5.387966 4.769074 1.942930 -0.28 0.04 0.06
O -4.796902 4.678023 -0.388632 -0.15 0.10 -0.22
H -2.732561 5.186638 1.240403 -0.10 -0.04 0.10
H -3.006522 6.559607 0.178863 -0.08 0.03 0.05
H -3.393294 6.695461 1.905406 0.04 -0.04 -0.03
H -5.463303 6.376106 0.516768 0.01 -0.13 -0.16
H -4.778803 3.888284 2.170702 0.11 0.10 0.01
H -6.394539 4.409251 1.719370 0.04 0.09 0.00
H -5.432583 5.401285 2.832520 0.01 -0.06 -0.01
H -4.227115 3.924213 -0.188728 -0.05 0.09 -0.02
C 4.824078 0.336332 -3.618153 0.27 0.20 -0.04
C 5.331321 -1.094521 -3.524181 -0.73 0.10 0.13
C 4.340290 -2.073811 -4.133315 0.15 -0.23 -0.14
O 5.552476 -1.431253 -2.155233 0.28 -0.02 0.14
H 3.880896 0.451780 -3.069952 -0.09 -0.12 -0.08
H 5.539899 1.027402 -3.167478 0.01 -0.05 -0.08
H 4.661255 0.631015 -4.656782 -0.05 0.03 0.07
H 6.291785 -1.177890 -4.036354 0.03 -0.04 0.22
H 3.381721 -2.038457 -3.602786 -0.02 0.14 -0.01
H 4.711628 -3.097181 -4.049103 0.03 0.08 -0.05
H 4.163046 -1.852376 -5.187814 -0.04 -0.03 0.05
H 4.707378 -1.360128 -1.693955 0.10 -0.08 -0.16
C 0.135918 -3.408143 4.041657 -0.25 0.12 0.16
C 0.066726 -4.889118 3.701392 0.58 0.31 -0.26
C 1.437505 -5.541383 3.787147 -0.01 -0.25 0.09
O -0.455299 -5.049660 2.382652 -0.35 -0.11 -0.03
H 0.787524 -2.877400 3.337859 0.12 -0.11 0.01
H -0.853286 -2.950527 3.965551 0.02 -0.07 0.07
H 0.515681 -3.252337 5.053600 0.00 0.04 -0.06
H -0.621724 -5.390695 4.384352 -0.08 -0.01 -0.20
H 2.132552 -5.082357 3.075836 -0.03 0.12 0.06
H 1.374588 -6.600599 3.530045 -0.04 0.06 0.08
H 1.856460 -5.450198 4.791446 0.02 -0.01 -0.06
H 0.146691 -4.609138 1.772025 0.00 -0.04 0.11
```
Forces are in eV/Å.

**Largest force on an atom**: 3.50 eV/Å
**HOMO energy**: -11.721 eV
**Charge**: +1

***

(2)
DFT (ωB97M-V/def2-TZVPD) results for a structure of composition C27H33N6O11ReS2Se in a non-equilibrium geometry.

```
81
Properties=species:S:1:pos:R:3:forces:R:3
Re 0.633103 -0.288177 -0.651372 0.19 1.65 -1.21
C 2.016118 -2.805183 1.709536 -0.04 0.12 0.06
C 1.319385 -3.055052 0.380692 -0.12 -0.35 0.10
C 0.803452 -4.470801 0.271962 -0.23 -0.01 0.01
O 0.184494 -2.118279 0.216089 0.69 -0.08 0.15
C 2.294690 -2.694690 -0.745738 0.13 -0.46 -0.44
O 2.977680 -3.534516 -1.287571 -0.10 0.29 0.25
O 2.312098 -1.419232 -1.016164 -0.65 0.52 0.24
H 1.288692 -2.815261 2.526643 0.03 -0.06 -0.02
H 2.554256 -1.857153 1.708880 -0.02 -0.02 0.01
H 2.736072 -3.602491 1.889120 -0.01 -0.01 -0.02
H 0.366893 -4.799019 1.217063 -0.01 0.03 -0.04
H 1.632204 -5.127623 0.016229 0.01 0.00 0.02
H 0.038809 -4.541729 -0.502336 0.08 -0.01 -0.03
H -0.228527 -1.829146 1.086119 -0.12 0.06 0.09
O 3.810596 4.283816 1.385020 -0.05 -0.05 0.08
C 3.459834 3.492636 2.390969 0.01 -0.04 -0.08
O 3.720932 3.740462 3.536779 0.02 0.07 0.03
C 2.690244 2.257973 2.061002 0.13 0.13 -0.02
C 2.199918 1.405312 3.022931 -0.13 -0.21 0.16
N 1.500218 0.442307 2.399910 0.08 0.14 0.01
N 1.510927 0.625223 1.076625 0.08 0.02 0.71
C 2.211415 1.726053 0.861816 0.05 -0.30 -0.16
C 2.139722 2.200574 -0.530010 0.09 0.27 0.16
O 2.665889 3.212990 -0.914909 -0.05 -0.09 -0.13
O 1.401442 1.405610 -1.306200 -0.03 -0.93 0.02
H 3.459592 3.970683 0.524929 0.02 0.03 -0.08
H 2.305847 1.445550 4.094909 -0.02 0.00 -0.03
H 0.855299 -0.236670 2.782395 0.04 0.03 0.02
C -0.794863 6.738571 6.491452 -0.01 -0.05 -0.07
C -0.899974 5.978754 5.195047 0.00 0.08 0.10
C -2.108330 5.937695 4.498716 -0.07 0.05 0.04
C -2.221490 5.261039 3.299852 0.07 -0.02 -0.04
C -1.111109 4.598728 2.786454 0.11 0.07 0.20
C 0.102300 4.616892 3.466310 -0.12 -0.03 -0.08
C 0.197045 5.309255 4.665148 0.09 -0.03 -0.07
S -1.200585 3.812429 1.218124 0.09 0.18 -0.04
O -1.294523 4.801668 0.187628 0.08 -0.06 0.03
O -0.147149 2.830947 1.202675 -0.02 0.03 -0.04
N -2.598167 2.990743 1.171835 -0.24 0.02 0.18
C -2.896141 1.957939 2.161578 0.07 0.23 -0.06
C -2.966060 0.571687 1.540826 -0.20 -0.22 0.03
C -1.621558 0.045870 1.135040 -0.16 -0.08 0.56
O -0.968099 -0.684524 1.917655 -0.32 0.11 -0.12
O -1.234377 0.356381 -0.045119 0.92 -1.01 -0.33
H -1.298994 7.702654 6.419659 0.01 -0.02 -0.01
H 0.244660 6.913668 6.764298 -0.02 -0.01 -0.01
H -1.267484 6.182838 7.303689 0.00 -0.01 -0.01
H -2.969542 6.460220 4.898286 0.01 -0.01 -0.01
H -3.162583 5.261362 2.762809 0.02 0.00 0.00
H 0.963663 4.104824 3.051307 -0.15 0.10 0.09
H 1.148692 5.342344 5.182077 -0.01 -0.02 -0.01
H -3.361507 3.555698 0.828029 -0.03 -0.08 -0.04
H -3.851807 2.174942 2.637321 0.00 0.06 0.01
H -2.139169 1.977178 2.947490 0.02 0.06 0.04
H -3.614183 0.600093 0.663486 0.03 0.00 0.03
H -3.376833 -0.116189 2.279649 -0.02 -0.02 -0.03
S -3.060473 3.735766 -2.272052 0.00 0.27 -0.07
C -3.968313 2.297882 -2.337348 -0.10 -0.11 -0.05
C -3.137048 1.242845 -2.529935 0.23 -0.03 0.01
N -1.798954 1.552720 -2.634989 -0.47 0.32 0.12
C -1.627124 2.837195 -2.510175 0.03 -0.22 0.02
H -5.043643 2.298275 -2.256136 0.04 -0.02 0.01
H -3.448357 0.209546 -2.596538 0.00 0.02 -0.05
H -0.658469 3.318848 -2.541417 -0.06 0.00 0.03
C 2.684348 0.417192 -3.969703 -0.02 -0.20 0.00
N 2.432337 -1.020562 -4.103094 0.27 0.26 -0.16
C 3.299726 -1.915712 -4.697209 0.02 0.12 0.08
C 2.728023 -3.132723 -4.616351 -0.11 -0.06 -0.01
N 1.515951 -2.962056 -3.979899 -0.03 -0.39 0.03
C 0.595985 -4.055650 -3.662516 0.16 0.11 -0.04
C 1.360132 -1.675273 -3.657729 -0.56 0.08 0.19
Se -0.208904 -0.883030 -2.861771 0.37 -0.18 -0.30
H 3.453941 0.692747 -4.683855 0.01 -0.01 -0.03
H 3.016484 0.640780 -2.961210 0.04 -0.01 0.00
H 1.774178 0.973268 -4.178335 -0.04 -0.04 0.02
H 4.242560 -1.606540 -5.112839 -0.04 0.00 0.02
H 3.069921 -4.096843 -4.948997 -0.02 0.02 0.03
H 0.283252 -4.545230 -4.581288 0.01 -0.01 -0.02
H -0.276386 -3.653958 -3.155651 0.02 0.07 -0.01
H 1.103246 -4.762256 -3.010597 0.04 -0.03 0.01
```
Forces are in eV/Å.

**<S²>**: 0.756
**Largest force on an atom**: 2.05 eV/Å
**HOMO energy (spin up / spin down)**: -10.995 / -11.174 eV
**Multiplicity**: 2
**Charge**: +1

***

(3)
DFT (ωB97M-V/def2-TZVPD) results for a structure of composition C3H8N2O.

```
14
Properties=species:S:1:pos:R:3:forces:R:3
C 0.984769 1.840896 -0.908134 0.01 0.14 -0.08
N 0.628994 0.545122 -0.364272 -0.11 -0.15 0.12
C -0.633209 0.226895 -0.020025 0.15 -0.17 0.05
O -1.655303 0.991867 -0.236299 -0.01 0.03 -0.01
N -1.084740 -0.867012 0.554263 0.11 0.10 -0.06
C -0.315126 -2.032561 0.896873 0.11 -0.12 0.05
H 1.704244 1.718858 -1.723716 -0.11 0.04 0.13
H 1.413778 2.502930 -0.145765 -0.08 -0.11 -0.13
H 0.075460 2.299180 -1.300259 0.16 -0.04 0.05
H 1.362108 -0.075757 -0.059471 -0.13 0.06 -0.04
H -2.134174 -0.070658 0.307743 -0.05 0.10 -0.04
H -0.967659 -2.760779 1.384009 0.10 0.11 -0.08
H 0.123356 -2.517926 0.011656 -0.05 0.05 0.12
H 0.497503 -1.801056 1.603398 -0.10 -0.04 -0.09
```
Forces are in eV/Å.

**Largest force on an atom**: 0.23 eV/Å
**HOMO energy**: -8.791 eV

***

(4)
DFT (ωB97M-V/def2-TZVPD) results for a structure of composition C53H64FO4Sn.

```
123
Properties=species:S:1:pos:R:3:forces:R:3
Sn -1.553137 -0.040575 3.329115 -0.01 -0.32 0.12
C -1.090777 -4.396984 3.220031 -0.01 0.01 -0.01
O -0.866132 -3.039468 2.893702 0.02 0.00 0.01
C -0.340162 -2.874830 1.626605 -0.02 -0.03 0.02
C 1.011743 -2.591482 1.483126 -0.01 -0.01 0.00
C 1.864884 -2.168079 2.665872 0.00 0.02 -0.01
C 2.517268 -0.844239 2.346644 0.00 0.02 -0.01
C 3.827132 -0.816337 1.902350 0.02 0.00 0.01
C 4.450518 0.348328 1.455531 0.01 0.00 0.00
C 3.681489 1.501971 1.478187 -0.01 0.01 0.00
C 2.358835 1.523195 1.915252 -0.01 0.00 -0.01
C 1.563343 2.796963 1.773959 -0.02 0.01 -0.01
C 0.761501 2.748424 0.487616 0.01 -0.03 0.01
C 1.372888 2.612547 -0.749608 0.00 0.01 -0.01
C 0.641084 2.407846 -1.919636 0.03 -0.03 0.02
C -0.733929 2.232544 -1.798923 0.01 0.04 -0.02
C -1.386377 2.387303 -0.577935 -0.02 0.02 0.01
C -2.870425 2.122837 -0.425644 0.01 0.00 0.01
C -3.185832 0.686564 -0.753860 -0.04 0.00 0.01
C -3.649588 0.362503 -2.018691 0.00 0.01 -0.01
C -3.891615 -0.945831 -2.429662 0.01 -0.01 -0.02
C -3.630441 -1.939785 -1.495340 -0.02 0.01 0.01
C -3.154970 -1.663788 -0.217412 0.02 0.00 -0.01
C -2.696059 -2.805978 0.660257 0.01 0.01 -0.01
C -1.186453 -2.928987 0.519635 0.00 -0.01 0.00
C -0.607655 -2.923095 -0.739092 0.00 0.03 0.00
C 0.762651 -2.774496 -0.926677 -0.02 -0.03 0.02
C 1.546574 -2.564005 0.197654 0.00 0.04 0.00
C 1.322229 -2.750748 -2.345701 0.01 -0.02 -0.02
C 1.144242 -4.133603 -2.986855 -0.01 0.01 0.00
C 2.809171 -2.394665 -2.366319 0.00 -0.01 -0.01
C 0.552226 -1.709283 -3.170372 0.00 0.02 0.00
C -2.944268 -0.329597 0.200333 -0.12 -0.28 0.09
O -2.584470 -0.057462 1.438173 0.20 0.43 -0.12
C -4.381575 -1.225605 -3.849078 0.00 0.00 0.00
C -4.549583 -2.721583 -4.115883 0.00 0.00 0.00
C -3.366992 -0.674489 -4.862146 -0.01 0.00 0.00
C -5.737398 -0.543086 -4.076318 0.00 0.00 0.00
C -0.627676 2.728295 0.530471 -0.01 -0.01 0.01
O -1.263601 3.024076 1.714351 0.00 0.01 -0.01
C -1.478750 4.414297 1.866464 0.00 0.00 0.00
C 1.357250 2.432494 -3.272111 -0.01 -0.01 0.00
C 2.597494 1.529605 -3.258751 0.01 0.01 0.01
C 0.445331 1.986621 -4.416955 -0.01 0.00 0.00
C 1.804945 3.875518 -3.549451 0.00 0.01 0.00
C 1.742070 0.344821 2.380421 0.08 -0.27 0.17
O 0.519372 0.316648 2.870529 -0.12 0.43 -0.24
C 5.884447 0.299445 0.932874 0.00 0.00 0.01
C 5.952339 -0.642052 -0.278852 0.00 0.00 0.00
C 6.824866 -0.221546 2.027982 0.00 0.00 0.00
C 6.384144 1.674621 0.489738 0.00 0.00 0.00
H -0.153138 -4.963474 3.210796 0.00 0.00 0.00
H -1.791007 -4.864122 2.519516 0.00 0.00 0.00
H -1.516909 -4.413802 4.222009 0.00 0.00 0.00
H 2.640969 -2.913311 2.863311 -0.01 0.00 0.01
H 1.233863 -2.088678 3.549991 0.00 0.00 0.00
H 4.373232 -1.756308 1.890712 0.00 0.00 0.00
H 4.103073 2.441816 1.138764 0.00 0.00 0.00
H 2.243885 3.652943 1.768143 0.01 0.00 -0.01
H 0.878575 2.906168 2.613828 0.00 0.00 0.00
H 2.455535 2.654047 -0.788130 0.00 0.00 0.00
H -1.332904 1.968840 -2.662089 0.00 0.00 0.01
H -3.439400 2.779657 -1.089573 0.00 -0.01 -0.02
H -3.159973 2.337205 0.601897 -0.01 0.01 0.00
H -3.827813 1.182667 -2.709609 0.00 0.00 0.00
H -3.775607 -2.982740 -1.755668 0.01 0.00 0.00
H -3.193404 -3.727765 0.344184 0.00 -0.01 0.02
H -2.943955 -2.622894 1.705819 0.00 0.01 0.00
H -1.265931 -2.961053 -1.598255 0.01 0.00 0.01
H 2.594781 -2.315670 0.096516 0.00 -0.01 -0.01
H 1.690476 -4.893131 -2.423294 0.00 0.00 0.00
H 1.518355 -4.129769 -4.014699 0.00 0.00 0.00
H 0.091564 -4.421313 -3.006990 0.00 0.00 0.00
H 3.405016 -3.143898 -1.840162 0.00 0.00 0.00
H 3.000036 -1.426668 -1.899881 -0.01 0.02 0.00
H 3.162435 -2.349804 -3.399437 0.00 0.00 0.00
H -0.492413 -1.994746 -3.305486 0.01 0.00 0.00
H 1.002128 -1.595607 -4.161215 0.00 0.00 0.00
H 0.557798 -0.740945 -2.666649 -0.01 0.01 0.01
H -3.604023 -3.256233 -4.002313 0.00 0.00 0.00
H -4.900919 -2.874927 -5.139184 0.00 0.00 0.00
H -5.279018 -3.169745 -3.438397 0.00 0.00 0.00
H -2.392301 -1.147693 -4.724897 0.00 0.00 0.00
H -3.232389 0.401817 -4.744905 0.00 0.00 0.00
H -3.703121 -0.864479 -5.885862 0.00 0.00 0.00
H -6.480933 -0.927773 -3.375474 0.00 0.00 0.00
H -6.094292 -0.723373 -5.094751 0.00 0.00 0.00
H -5.665984 0.535243 -3.927699 0.00 0.00 0.00
H -0.529714 4.962120 1.862510 0.00 0.00 0.00
H -1.977667 4.556984 2.823490 0.00 0.00 0.00
H -2.111277 4.802565 1.060101 0.00 0.00 0.00
H 2.331890 0.503017 -3.011856 0.00 -0.02 -0.01
H 3.337183 1.865633 -2.530919 0.00 0.00 0.00
H 3.073747 1.533756 -4.242948 0.00 0.01 0.00
H 0.072420 0.972220 -4.267005 0.00 -0.01 0.02
H 1.002593 2.007073 -5.356583 0.00 0.00 0.00
H -0.413494 2.651777 -4.525505 0.00 0.00 -0.01
H 2.478975 4.230530 -2.767909 0.00 0.00 0.00
H 0.943819 4.546442 -3.580928 0.00 0.00 0.00
H 2.327411 3.936487 -4.508543 0.00 0.00 0.00
H 5.637472 -1.652833 -0.014442 0.00 0.00 0.00
H 6.972727 -0.695364 -0.670245 0.00 0.00 0.00
H 5.294276 -0.286805 -1.075249 0.00 0.00 0.00
H 6.531695 -1.218293 2.359972 0.00 0.00 0.00
H 6.802606 0.439287 2.896793 0.00 0.00 0.00
H 7.853418 -0.275307 1.659048 0.00 0.00 0.00
H 5.773380 2.079655 -0.319860 0.00 0.00 0.00
H 7.411164 1.592170 0.125612 0.00 0.00 0.00
H 6.375057 2.389002 1.315392 0.00 0.00 0.00
F -4.345798 0.775772 9.170443 0.00 0.00 -0.01
C -3.826360 1.085965 7.948588 0.00 0.00 0.00
C -4.647904 1.058619 6.842141 0.00 0.00 0.00
C -4.111901 1.383089 5.603951 0.00 0.00 0.00
C -2.767875 1.750271 5.448598 -0.01 0.01 0.02
C -2.194047 2.022072 4.121952 0.01 -0.07 -0.02
C -1.972715 1.734368 6.602965 0.00 0.00 0.00
C -2.490620 1.412265 7.849229 0.00 0.00 0.00
H -5.689069 0.784431 6.952889 0.00 0.00 0.00
H -4.752373 1.361284 4.729277 0.00 0.00 0.00
H -1.306231 2.650370 4.157800 0.00 -0.01 0.00
H -2.918840 2.414547 3.411110 0.00 0.00 0.00
H -0.922390 1.989658 6.517688 0.00 0.00 0.00
H -1.870018 1.410900 8.735970 0.00 0.00 0.00
```
Forces are in eV/Å.

**Largest force on an atom**: 0.51 eV/Å
**HOMO energy**: -4.012 eV
**Charge**: -1

***

In order of appearance, E_tot = -120660.51127, -149141.84601, -8267.09187, -72742.83680 eV.